(1)
The following is a DFT calculation (ωB97M-V/def2-TZVPD) of a single C4H8N2OS molecule at a distorted geometry.

Positions of all 16 atoms, in Å:
C  -0.23095  -1.85236  0.09518
C  -1.11616  0.31369  0.65482
C  -0.91259  0.97609  -0.72992
C  1.45310  0.91077  -0.60467
H  0.08876  -1.55592  -0.95860
H  -0.55970  -2.91041  0.06997
H  0.65484  -1.73713  0.69784
H  -2.03054  0.76594  1.02123
H  -1.58569  0.45356  -1.45375
H  -1.35018  1.96667  -0.73696
H  2.45306  0.72536  -1.05776
H  2.28428  0.20796  1.10637
N  0.39208  0.99440  -1.29641
N  1.58743  0.88239  0.80438
O  -1.28322  -1.08858  0.59261
S  0.15548  0.94755  1.79567

Forces on the atoms, in the same order (eV/Å):
0.57 -0.29 -1.84
0.64 0.14 -0.89
-1.13 -0.71 -0.28
0.02 -0.60 0.73
-0.63 -0.32 1.06
0.20 0.68 0.15
0.40 -0.19 0.52
-0.25 -0.43 0.42
0.52 -0.02 0.52
0.17 0.48 0.35
-0.82 0.44 -0.10
-0.21 0.14 0.06
1.64 0.08 -0.22
-0.68 0.01 -0.56
-0.86 0.77 0.44
0.42 -0.16 -0.38

Computed properties:
**Lowest unoccupied orbital energy**: 0.7 eV
**Kohn-Sham gap**: 0.343 Eh
**Highest occupied orbital energy**: -8.655 eV
**F_max**: 0.03781 hartree/bohr
**SMILES**: CO[C@@H]1CN=CNS1

Löwdin population analysis, charges in e, atoms 1 to 2: -0.127, -0.584

(2)
The following is a DFT calculation (ωB97M-V/def2-TZVPD) of a single C4H8N2OS molecule at a distorted geometry.

Positions of all 16 atoms, in Å:
C  0.83046  -0.34223  -0.46846
C  -0.93123  1.30929  -0.32376
C  -2.05872  0.66447  -0.54789
C  -2.49594  -0.71934  -0.04539
H  1.35151  1.24203  1.62483
H  2.04405  1.58679  0.24159
H  0.08567  -1.06332  -0.80076
H  -0.84770  2.39518  -0.49717
H  -2.84168  1.17479  -1.10066
H  -2.62499  -1.33865  -0.94434
H  -3.52257  -0.66783  0.51180
H  -1.32050  -0.88271  1.49542
N  1.13382  1.68253  0.70894
N  0.29474  0.78226  0.06079
O  -1.51750  -1.43110  0.74787
S  2.35930  -0.85776  -0.22430

Forces on the atoms, in the same order (eV/Å):
-0.53 -0.99 1.23
-0.05 1.36 -0.59
-1.18 -1.13 0.83
-0.17 -0.24 -0.01
-0.25 0.49 -0.49
-0.16 0.25 -0.02
0.06 0.53 -0.69
-0.10 -0.63 -0.20
0.00 0.23 0.36
-0.27 -0.09 0.36
1.80 0.12 -0.99
0.23 0.39 0.74
0.97 -0.08 0.97
0.52 -0.65 -0.29
-1.15 0.25 -0.97
0.29 0.18 -0.23

Computed properties:
**Lowest unoccupied orbital energy**: 0.4 eV
**Kohn-Sham gap**: 0.330 Eh
**Highest occupied orbital energy**: -8.631 eV
**F_max**: 0.03998 hartree/bohr
**SMILES**: NN(C=S)/C=C\CO

Löwdin population analysis, charges in e, atoms 1 to 2: -0.667, -0.119

(3)
The following is a DFT calculation (ωB97M-V/def2-TZVPD) of a molecular structure, C4H8N2S at a distorted geometry.

Positions of all 15 atoms, in Å:
C  -0.37632  1.90462  0.24485
C  1.71008  0.75204  -0.13132
C  1.12786  -0.51322  -0.72644
C  -1.76558  -0.94385  0.18897
N  0.81828  1.73239  0.41953
N  0.12068  -0.27405  -1.78832
S  -1.29473  0.20159  -1.20291
H  -0.91551  2.68698  0.66261
H  2.50418  0.46320  0.75241
H  2.07799  1.31085  -0.96892
H  1.87799  -1.23065  -1.34561
H  0.90513  -1.12902  0.07963
H  -2.17599  -1.83901  -0.36262
H  -2.55858  -0.42957  0.79195
H  -0.86439  -1.12115  0.79032

Forces on the atoms, in the same order (eV/Å):
0.07 -3.12 -1.79
1.76 -1.47 0.95
2.00 -0.90 -3.10
-0.78 0.48 -0.78
-0.52 0.36 0.65
-1.16 0.26 1.15
1.74 1.25 1.68
-1.41 1.31 0.58
-1.62 0.96 -2.47
1.38 0.24 -0.25
-0.81 2.14 1.70
-1.25 -1.44 1.41
0.55 0.74 0.98
0.67 -0.58 -0.53
-0.62 -0.24 -0.19

Computed properties:
**Lowest unoccupied orbital energy (spin up / spin down)**: 0.2 / 0.2 eV
**Kohn-Sham gap (spin up / spin down)**: 0.274 / 0.274 Eh
**Highest occupied orbital energy (spin up / spin down)**: -7.263 / -7.264 eV
**F_max**: 0.07388 hartree/bohr

Löwdin population analysis, charges in e, atoms 1 to 2: -0.077, -0.252

(4)
The following is a DFT calculation (ωB97M-V/def2-TZVPD) of a molecular structure, C4H8N2S at a distorted geometry.

Positions of all 15 atoms, in Å:
C  -1.30555  2.21441  -0.58628
C  -0.84958  0.87224  0.08722
C  -0.81002  0.03223  -1.09962
C  0.99936  -0.45840  0.68576
H  -0.49821  3.43175  -0.03282
H  -0.71776  2.08685  -1.93681
H  -2.64324  2.11110  -0.50847
H  -1.56191  0.38653  0.72354
H  -0.31740  0.43579  -1.96878
H  -1.95620  -0.35130  -1.37273
H  1.81339  -2.01570  1.56471
H  0.28362  1.50958  1.73998
N  1.61992  -0.97201  1.73527
N  0.44468  0.86615  0.83775
S  0.18377  -1.42603  -0.67139

Forces on the atoms, in the same order (eV/Å):
0.73 1.65 -0.75
0.90 2.35 -0.04
-2.04 -4.01 -1.80
-0.56 -0.49 4.79
-3.02 -3.59 -1.48
-2.42 1.20 4.26
4.33 1.26 -0.62
-0.97 0.40 0.62
-0.17 0.27 -0.15
3.11 1.14 0.46
-0.17 2.01 0.18
1.35 -2.92 -2.25
-0.50 -0.94 -3.29
-1.48 0.84 -1.18
0.92 0.83 1.25

Computed properties:
**Lowest unoccupied orbital energy**: 0.3 eV
**Kohn-Sham gap**: 0.338 Eh
**Highest occupied orbital energy**: -8.881 eV
**F_max**: 0.09808 hartree/bohr

Löwdin population analysis, charges in e, atoms 1 to 2: -0.108, -0.606

(5)
The following is a DFT calculation (ωB97M-V/def2-TZVPD) of a single C4H8N2S molecule at a distorted geometry.

Positions of all 15 atoms, in Å:
C  3.16187  -0.18609  0.63103
C  2.12247  -0.78515  -0.40209
C  0.99454  -0.15856  -0.73763
C  -0.58599  1.42616  -0.03146
H  4.20611  -0.34360  0.30386
H  3.05654  0.91869  0.55654
H  3.02269  -0.47385  1.66890
H  2.22886  -1.82470  -0.73537
H  0.33040  -0.55792  -1.50215
H  -0.81025  2.47434  0.23185
H  -2.60677  1.29142  0.19709
H  -1.77346  -1.18412  1.40389
N  0.63619  1.08899  -0.15745
N  -1.77431  0.71678  0.05735
S  -2.11529  -0.91992  0.11356

Forces on the atoms, in the same order (eV/Å):
-0.65 0.76 -1.98
0.86 -0.06 1.55
-0.06 0.37 0.73
0.48 0.43 1.14
-0.52 -0.48 0.23
-0.18 -0.63 0.31
-0.06 -0.25 -0.03
0.34 0.58 -0.20
0.04 -0.10 0.21
0.26 -0.29 -0.20
0.69 -0.17 -0.05
-0.09 0.13 -0.27
-0.68 -0.24 -1.28
-0.80 0.60 -0.33
0.36 -0.65 0.15

Computed properties:
**Lowest unoccupied orbital energy**: 0.6 eV
**Kohn-Sham gap**: 0.323 Eh
**Highest occupied orbital energy**: -8.168 eV
**F_max**: 0.04316 hartree/bohr
**SMILES**: C/C=C\N=C/NS

Löwdin population analysis, charges in e, atoms 1 to 2: -0.099, -0.135

(6)
The following is a DFT calculation (ωB97M-V/def2-TZVPD) of a gas-phase ion, C4H8N3 (charge +1) at a distorted geometry.

Positions of all 15 atoms, in Å:
C  2.28334  0.82472  2.30552
C  -1.70784  -0.38208  -1.27358
C  -1.15861  -0.10331  0.22460
C  -0.24228  -0.58200  -1.76555
N  1.44557  0.11786  0.09864
N  1.82598  0.57152  1.15244
N  0.08774  -0.34645  -0.35335
H  2.55004  1.85496  2.59302
H  2.38272  0.06371  3.00305
H  -2.38788  -1.13776  -1.30207
H  -2.21393  0.60002  -1.61173
H  -1.53284  0.84801  0.56991
H  -1.35001  -0.81436  1.00188
H  -0.05539  -1.58777  -2.06017
H  0.07339  0.07294  -2.58260

Forces on the atoms, in the same order (eV/Å):
-0.39 1.80 -1.65
0.64 4.08 1.07
-2.40 -0.29 -0.88
-1.36 0.37 0.05
-1.75 -1.29 -1.16
-1.88 -0.46 -0.45
6.58 2.33 1.58
-0.29 -0.47 -0.42
0.37 -1.62 1.07
-1.56 -2.35 -0.47
1.00 -1.72 0.23
0.77 0.75 0.02
-0.43 -0.64 0.35
0.46 -0.82 -0.04
0.23 0.32 0.70

Computed properties:
**Charge**: +1
**Lowest unoccupied orbital energy (spin up / spin down)**: -5.2 / -5.2 eV
**Kohn-Sham gap (spin up / spin down)**: 0.336 / 0.336 Eh
**Highest occupied orbital energy (spin up / spin down)**: -14.356 / -14.356 eV
**F_max**: 0.13929 hartree/bohr
**SMILES**: C=NN=[N+]1CCC1

Löwdin population analysis, charges in e, atoms 1 to 2: 0.160, -0.053

(7)
The following is a DFT calculation (ωB97M-V/def2-TZVPD) of a gas-phase ion, C4H8N3 (charge +1) at a distorted geometry.

Positions of all 15 atoms, in Å:
C  0.17450  -1.26753  0.02828
C  -1.23539  -0.63894  0.01869
C  0.32097  1.19973  0.32682
C  1.22969  0.05845  -0.04362
N  2.46256  -0.00737  -0.75981
N  2.60699  -0.05866  0.44761
N  -1.01941  0.80110  -0.29002
H  0.54825  -1.88309  0.83475
H  0.28879  -1.80034  -0.83764
H  -1.85979  -1.21991  -0.60118
H  -1.56846  -0.62267  0.98179
H  0.25290  1.28509  1.38068
H  0.74542  2.13587  -0.04857
H  -1.06454  0.74512  -1.34546
H  -1.88249  1.27317  -0.09229

Forces on the atoms, in the same order (eV/Å):
2.02 3.42 0.58
3.15 -0.98 1.05
1.02 0.72 -2.07
-2.84 -3.11 1.48
0.46 0.60 -0.88
-0.71 -0.09 0.10
0.01 -1.02 -2.87
-0.73 -0.05 0.54
0.56 -1.45 -2.27
-1.04 0.19 -1.05
-1.40 -0.31 2.60
-0.63 -0.10 1.06
-0.74 0.12 -0.20
1.03 1.01 1.05
-0.16 1.06 0.86

Computed properties:
**Charge**: +1
**Lowest unoccupied orbital energy**: -3.8 eV
**Kohn-Sham gap**: 0.391 Eh
**Highest occupied orbital energy**: -14.440 eV
**F_max**: 0.08673 hartree/bohr
**SMILES**: C1CC2(C[NH2+]1)N=N2

Löwdin population analysis, charges in e, atoms 1 to 2: -0.016, -0.104

(8)
The following is a DFT calculation (ωB97M-V/def2-TZVPD) of a gas-phase ion, C4H8N3O (charge +1) at a distorted geometry.

Positions of all 16 atoms, in Å:
C  -0.10458  0.85637  0.61945
C  0.72882  -1.80510  -0.36636
C  0.39151  1.17721  -0.63815
C  -0.42980  1.94629  1.59525
N  0.61694  -0.96025  -1.26428
N  0.80151  0.25006  -1.50171
N  -0.05083  -3.05114  -0.43212
O  0.28369  2.47601  -1.01849
H  -0.33909  -0.09800  0.82651
H  -0.06546  1.59623  2.56391
H  -1.40736  2.21798  1.51907
H  -0.06078  2.95889  1.37774
H  -1.05536  -2.88226  -0.06507
H  0.28915  -3.84588  0.13238
H  -0.10709  -3.30253  -1.36357
H  0.50870  2.46612  -1.98455

Forces on the atoms, in the same order (eV/Å):
0.89 4.49 -1.46
1.64 0.39 1.14
-2.07 0.27 1.81
3.21 -0.50 -0.12
-1.11 -0.75 0.57
1.00 0.38 -1.49
-2.42 0.75 2.61
1.02 -1.26 -1.61
-0.64 -3.09 0.91
-0.67 0.42 0.21
-3.47 -0.19 0.47
1.02 -0.66 -0.21
1.66 -0.23 -0.79
0.46 0.66 -0.23
-0.42 -1.18 -2.77
-0.10 0.51 0.96

Computed properties:
**Charge**: +1
**Lowest unoccupied orbital energy (spin up / spin down)**: -5.5 / -5.4 eV
**Kohn-Sham gap (spin up / spin down)**: 0.267 / 0.269 Eh
**Highest occupied orbital energy (spin up / spin down)**: -12.798 / -12.689 eV
**F_max**: 0.09339 hartree/bohr

Löwdin population analysis, charges in e, atoms 1 to 2: 0.035, -0.046